# 1
Here is a structure of composition C17H30BrCaN9O5S in a non-equilibrium geometry from the OMol25 dataset. Energies are from ωB97M-V with the def2-TZVPD basis set.

The geometry in XYZ format:
```
64
Properties=species:S:1:pos:R:3:forces:R:3
Ca -1.386 0.171 -0.034 1.1978 -0.4127 0.3626
C -3.445 -1.736 -5.459 0.0694 -0.0052 0.0153
C -3.796 -0.968 -4.213 0.0378 -0.0311 -0.0485
C -5.035 -0.367 -4.053 -0.0285 -0.0119 -0.0166
C -5.340 0.348 -2.900 0.0328 -0.0013 0.0365
C -4.349 0.403 -1.940 0.2367 -0.1739 -0.0843
Br -4.466 1.266 -0.277 -0.5753 0.3214 0.3053
N -3.165 -0.165 -2.072 0.0396 -0.0019 -0.0648
C -2.854 -0.837 -3.187 0.0230 0.1855 0.1614
H -4.272 -1.743 -6.172 -0.0056 0.0054 0.0002
H -3.187 -2.769 -5.219 -0.0197 -0.0037 0.0001
H -2.569 -1.302 -5.946 -0.0128 0.0059 -0.0083
H -5.777 -0.449 -4.843 -0.0083 0.0073 0.0090
H -6.293 0.835 -2.753 -0.0021 -0.0022 -0.0008
H -1.747 -1.129 -3.125 -0.1790 -0.0949 -0.0740
C 0.424 3.408 3.779 -0.0492 -0.0608 0.0062
N 1.173 3.678 2.562 0.0167 0.1682 0.0932
C 1.427 5.099 2.384 0.0185 0.0276 0.0044
C 0.666 3.011 1.418 0.1440 -0.2834 -0.4845
N -0.359 2.275 1.391 0.1151 -0.2093 -0.7437
N 1.439 3.216 0.279 0.1617 -0.0165 0.1772
C 1.282 2.422 -0.948 -0.6006 -0.2947 0.2159
N 2.405 2.839 -1.796 0.1075 0.2246 -0.1125
N 0.439 1.573 -1.223 0.1086 0.2563 -0.0771
H 0.969 3.833 4.623 0.0142 0.0008 -0.0006
H 0.316 2.335 3.934 -0.0170 0.0004 -0.0127
H -0.587 3.840 3.762 0.0172 0.0080 -0.0006
H 1.821 5.508 3.316 0.0128 -0.0245 0.0054
H 0.515 5.659 2.125 -0.0169 -0.0109 0.0240
H 2.161 5.278 1.602 -0.0189 -0.0154 -0.0316
H -0.929 2.223 2.209 -0.4499 -0.0823 0.6878
H 2.411 3.391 0.487 -0.0265 0.0374 0.0209
H 2.355 3.844 -1.948 0.0646 -0.0157 0.0175
H 2.233 2.388 -2.687 -0.0089 -0.0420 0.0198
H 0.040 -0.124 -2.438 0.0772 0.2526 -0.1226
O -1.753 0.079 4.148 0.0649 0.0394 -0.1019
S -2.594 -0.151 2.961 0.0097 -0.1493 -0.3124
O -3.937 -0.620 3.327 0.0500 0.0381 -0.0217
O -2.673 1.107 2.133 -0.1846 0.2001 -0.0541
O -1.928 -1.134 2.023 -0.1108 0.1361 -0.0927
C 4.225 -1.629 -0.356 -0.0803 -0.0365 -0.0100
C 3.402 -0.368 -0.129 0.0388 0.0527 -0.1049
N 2.009 -0.703 -0.140 0.0899 -0.1551 0.1037
C 1.519 -1.845 0.429 -0.1251 -0.0093 -0.0552
N 0.255 -2.023 0.456 -0.1290 0.2468 -0.1139
C -0.229 -3.303 0.908 0.0003 0.0658 0.2293
C 0.551 -3.731 2.145 -0.0059 0.0322 -0.0043
C 2.027 -3.833 1.795 0.0693 -0.0348 0.0149
N 2.453 -2.741 0.945 0.0116 0.0548 -0.1306
C 3.876 -2.629 0.734 0.0280 -0.0596 0.0834
H 5.300 -1.426 -0.333 -0.0006 0.0022 -0.0018
H 3.964 -2.037 -1.336 0.0260 -0.0053 0.0091
H 3.573 0.371 -0.913 0.0036 0.0035 0.0517
H 3.703 0.095 0.823 -0.0115 -0.0021 0.0131
H 1.398 -0.289 -0.841 -0.0402 0.0154 0.0105
H -0.143 -4.050 0.102 0.0476 -0.0419 0.0339
H -1.281 -3.192 1.169 0.0143 0.0184 -0.0400
H 0.206 -4.684 2.556 0.0013 -0.0050 -0.0198
H 0.384 -2.955 2.895 0.0064 -0.0231 0.0227
H 2.232 -4.786 1.281 -0.0205 0.0037 0.0022
H 2.646 -3.834 2.705 -0.0192 0.0154 0.0133
H 4.271 -3.625 0.483 0.0003 0.0123 -0.0153
H 4.373 -2.332 1.673 -0.0143 0.0150 -0.0104
O -0.350 -0.988 -2.280 -0.1961 -0.1372 0.2216
```
Positions in Å, forces in eV/Å.

Values from the calculation:
Total charge: -2
Frontier orbital gap in eV: 5.796

***

# 2
Here is a structure of composition C17H30F5NOP2Pb in a non-equilibrium geometry from the OMol25 dataset. Energies are from ωB97M-V with the def2-TZVPD basis set.

The geometry in XYZ format:
```
57
Properties=species:S:1:pos:R:3:forces:R:3
Pb -0.438 -0.181 0.165 -0.0864 0.1884 1.3971
P -0.998 -1.529 -2.514 0.9878 0.2696 -0.1679
P 0.298 1.569 2.282 0.0448 -0.1161 -1.1097
N 1.065 0.933 -0.589 -1.8546 0.5907 2.1649
H -1.196 -1.721 -0.420 -0.8189 0.6137 0.0930
C -1.959 -0.843 -3.876 -0.2573 -0.0488 -0.3911
H -2.019 -1.580 -4.677 -0.1235 0.0911 -0.2700
H -1.488 0.073 -4.243 -0.0329 -0.1178 0.0841
H -2.963 -0.599 -3.522 0.0231 -0.0279 -0.1362
C -1.467 -3.272 -2.448 -0.1902 -0.3182 -0.3019
H -1.478 -3.665 -3.466 -0.0463 -0.2979 0.0487
H -2.466 -3.361 -2.008 0.1260 -0.0796 -0.0857
H -0.762 -3.843 -1.830 -0.1722 0.2044 -0.1755
C 0.706 -1.586 -3.154 0.1218 -0.2117 -0.4367
H 0.708 -2.106 -4.121 0.2291 0.0384 0.0693
H 1.365 -2.116 -2.455 -0.2118 0.1292 -0.1368
H 1.098 -0.569 -3.280 -0.1292 -0.1935 0.0537
C -0.459 3.209 2.291 -0.1787 0.0191 -0.3297
H -0.203 3.597 3.276 -0.1223 0.4122 -0.1352
H -1.541 3.120 2.191 0.0730 0.1475 0.0085
H -0.036 3.834 1.507 -0.1155 0.0150 -0.0230
C -0.059 1.130 3.970 -0.1833 -0.3021 0.5416
H 0.075 2.070 4.505 -0.0171 -0.2233 0.4205
H 0.642 0.385 4.334 -0.0700 -0.1682 0.0710
H -1.088 0.793 4.069 0.0247 -0.0435 0.1135
C 2.040 2.028 2.419 0.1924 -0.1389 -0.1135
H 2.097 2.712 3.269 0.1785 0.0562 0.0061
H 2.385 2.524 1.513 -0.0222 -0.0680 -0.0016
H 2.657 1.151 2.612 -0.0312 0.0482 -0.0588
C 2.182 1.258 -1.208 -1.1326 -0.1326 -0.9941
C 3.408 2.585 -2.723 1.3849 0.9130 -0.5760
C 2.219 2.354 -2.117 -0.6114 -0.8284 0.5424
C 3.310 0.506 -0.884 -0.2474 -0.9015 0.2217
C 4.477 0.786 -1.505 1.1125 0.9862 -0.3563
C 4.567 1.868 -2.388 -0.3551 -0.4385 -0.2811
H 3.473 3.385 -3.461 0.1266 -0.1088 0.1206
H 1.295 2.916 -2.334 0.5938 -0.4345 0.1375
H 3.197 -0.336 -0.180 0.0362 0.5596 -0.4738
H 5.334 0.188 -1.268 0.5242 -0.1224 -0.0415
H 5.500 2.099 -2.872 0.1582 0.0440 -0.1066
C -3.849 0.543 2.072 5.3263 -1.7294 -4.4894
O -3.143 1.390 2.577 -1.6094 -0.0781 0.9536
C -4.284 0.596 0.579 -1.6902 0.7706 -0.4038
H -5.272 0.183 0.760 -0.9124 0.2037 -0.8173
H -3.882 -0.168 -0.173 0.2882 0.9815 1.6282
H -4.370 1.582 0.067 0.1525 -0.5749 0.7150
C -3.724 -0.975 2.305 -1.4850 -0.8901 1.8137
H -4.341 -1.095 3.214 0.1799 -0.7818 -0.1220
H -2.788 -1.555 2.458 0.0696 1.5028 0.2609
H -4.180 -1.557 1.487 -0.2732 0.5368 0.4427
F -0.106 -2.026 2.815 -0.2329 -0.5484 -0.0397
C 0.546 -1.810 1.631 0.1734 1.5993 -0.5881
F 1.712 -1.128 2.004 0.3213 -0.9153 0.1082
C 0.930 -3.127 0.980 0.9909 -0.0126 0.7922
F 1.629 -3.878 1.834 0.0841 -0.6702 0.0159
F -0.155 -3.879 0.591 1.2566 1.0981 -0.0986
F 1.799 -2.861 -0.060 -1.5673 -0.4962 0.4370
```
Positions in Å, forces in eV/Å.

Values from the calculation:
Frontier orbital gap (alpha / beta) in eV: 4.636 / 4.621

***

Calculated values (eV) of energy relative to the best compared isomer or geometry (same formula, charge and spin) for the records, taken in order: 1.752; 1.953.
Calculated values (eV) of E_tot for the records, taken in order: -141084.6016; -59058.1438.